#w
Molecular formula: C4H7ClN2S
Method: DFT, ωB97M-V/def2-TZVPD

Each line ends with the natural charge from an NBO analysis.
CARTESIAN COORDINATES (ANGSTROEM)
Cl 0.555 0.014 2.579  -0.0844
S 0.837 2.076 -2.535  -0.1421
N -0.164 0.650 -0.551  -0.2620
N -1.263 0.052 -0.006  -0.4269
C -0.776 -1.229 0.568  -0.2573
C 1.093 0.109 -0.103  -0.2547
C 0.647 -0.883 1.004  -0.1997
C -0.325 1.581 -1.531  -0.0830
H 1.778 0.876 0.115  0.2427
H 1.499 -0.467 -0.980  0.2184
H -0.753 -2.060 -0.185  0.2122
H 1.292 -1.759 1.161  0.2403
H -1.566 0.647 0.752  0.3526
H -1.486 -1.512 1.389  0.2348
H -1.369 1.906 -1.677  0.2091

frontier orbital gap = 9.106 eV
HOMO level = -8.437 eV
structure (SMILES) = S=CN1C[C@@H](Cl)CN1


#x
Molecular formula: C4H7ClN2S
Method: DFT, ωB97M-V/def2-TZVPD

Each line ends with the natural charge from an NBO analysis.
CARTESIAN COORDINATES (ANGSTROEM)
Cl -1.951 2.967 0.427  -0.0112
S 3.095 -1.457 -0.607  0.1643
N -1.301 -1.529 -0.636  -0.8240
N 1.380 -1.393 -0.616  -0.5492
C -0.994 0.482 0.873  -0.2171
C -0.686 -0.976 0.549  -0.1264
C 0.825 -1.102 0.472  0.1143
C -1.604 1.309 0.039  -0.2161
H 3.206 -1.865 -1.897  0.1245
H -1.971 1.012 -0.942  0.2129
H 1.365 -0.905 1.420  0.1599
H -0.653 0.865 1.831  0.2165
H -2.296 -1.268 -0.745  0.3651
H -0.803 -1.229 -1.479  0.3783
H -1.002 -1.556 1.410  0.2083

frontier orbital gap = 9.982 eV
HOMO level = -9.116 eV
structure (SMILES) = N[C@H](/C=C/Cl)/C=N/S


Which structure is most stable, and how do the rest compare? From most to least stable: #w, #x.


#w
Molecular formula: C20H21N3O3
Method: DFT, ωB97M-V/def2-TZVPD

Each line ends with the natural charge from an NBO analysis.
CARTESIAN COORDINATES (ANGSTROEM)
O -1.004 -1.494 1.680  -0.6448
O -3.126 -1.511 1.303  -0.6140
O -0.127 -2.138 -1.179  -0.6335
N -0.338 -0.044 -0.458  -0.6405
N 1.612 0.900 -1.826  -0.8756
N 2.170 0.798 2.951  -0.5546
C -2.775 1.060 -2.006  -0.0325
C 1.705 -2.653 1.930  -0.1929
C -3.659 3.217 -2.857  -0.2176
C -2.399 3.434 -3.582  -0.2313
C 0.394 -1.027 -0.959  0.6484
C -1.512 2.328 -3.583  -0.2104
C 2.406 0.917 1.595  -0.0052
C 2.071 -0.583 3.231  0.2173
C 1.812 -1.150 4.498  -0.2604
C 2.301 -0.292 0.992  -0.1373
C -2.875 -0.134 -1.148  -0.4189
C 1.593 -2.540 4.355  -0.1928
C 2.807 -0.700 -0.297  -0.4117
C -1.720 0.024 0.001  -0.1360
C 1.605 -3.295 3.162  -0.2270
C -3.763 2.086 -2.015  -0.2096
C 1.920 -1.236 1.998  -0.1838
C -1.987 -1.052 1.066  0.7880
C -1.788 1.112 -2.943  -0.2214
C 1.732 -0.509 -1.403  -0.1411
H 3.743 -0.084 -0.504  0.2257
H -4.592 2.005 -1.275  0.2178
H -2.749 -0.987 -1.818  0.2464
H 1.552 -3.131 0.949  0.2385
H 2.392 1.529 -1.465  0.3714
H -0.670 2.322 -4.390  0.2002
H -0.127 -1.279 1.522  0.5188
H -2.091 4.303 -4.213  0.2228
H -4.236 4.173 -2.863  0.2241
H -3.888 -0.079 -0.604  0.2483
H 1.489 -4.381 3.089  0.2252
H 2.539 1.975 1.225  0.2105
H 1.556 1.155 -2.814  0.3923
H -1.177 0.260 -3.148  0.2110
H 1.549 -3.092 5.201  0.2010
H 2.208 1.560 3.588  0.4137
H 0.128 0.804 -0.684  0.4347
H -1.791 1.034 0.528  0.2359
H 1.933 -0.756 5.585  0.2415
H 3.048 -1.755 -0.144  0.2397
H 2.132 -1.089 -2.270  0.2195

frontier orbital gap = 8.581 eV
HOMO level = -8.179 eV
structure (SMILES) = N[C@@H](Cc1c[nH]c2ccccc12)C(=O)N[C@@H](Cc1ccccc1)C(=O)O


#x
Molecular formula: C20H21N3O3
Method: DFT, ωB97M-V/def2-TZVPD

Each line ends with the natural charge from an NBO analysis.
CARTESIAN COORDINATES (ANGSTROEM)
O 0.244 -0.889 0.364  -0.3600
O 1.756 -3.292 -1.086  -0.6473
O -6.487 0.363 -0.209  -0.4511
N -1.845 -1.462 0.411  -0.5571
N -0.683 0.448 0.060  -0.1467
N 2.935 -1.684 -0.344  -0.5854
C -4.095 2.647 -0.591  -0.1905
C 1.475 -3.053 1.236  -0.4244
C -0.081 -3.105 1.168  -0.4313
C 4.586 2.815 1.397  -0.1774
C 3.140 2.443 1.420  -0.2410
C 2.198 -2.584 -0.289  0.7107
C -3.009 0.686 -0.185  -0.1479
C 3.540 -1.061 -1.428  -0.1927
C -5.252 1.949 -0.716  -0.1373
C -6.764 -1.088 0.226  -0.2787
C -1.858 0.082 0.224  0.3444
C 3.169 0.286 -1.772  -0.4608
C 2.777 1.817 0.273  -0.1867
C -2.975 1.885 -0.227  -0.1714
C -0.565 -1.666 0.726  0.6077
C 5.414 2.516 0.279  -0.2174
C -4.284 0.067 -0.076  -0.2525
C 3.598 1.012 -0.698  -0.0423
C -5.328 0.741 -0.259  0.1945
C 4.891 1.556 -0.800  -0.1661
H 1.994 0.306 -1.529  0.2207
H 4.893 3.431 2.112  0.1895
H 2.995 -1.004 0.717  0.4162
H -6.171 -1.748 -0.593  0.1892
H -4.025 3.639 -0.873  0.2119
H -0.433 -3.581 2.024  0.2304
H 1.724 1.382 0.120  0.2182
H -4.217 -1.050 0.268  0.2539
H 1.776 -3.844 1.565  0.1703
H 3.453 0.608 -2.721  0.2394
H -0.416 -3.707 0.491  0.2336
H 6.420 2.572 0.310  0.1983
H 3.210 -1.675 -2.522  0.2236
H 1.892 -2.325 2.046  0.1592
H 2.591 3.034 2.117  0.2285
H 4.576 -1.160 -1.245  0.1976
H -6.289 2.739 -0.827  0.2149
H 5.620 1.278 -1.432  0.1881
H -2.009 2.428 -0.420  0.2152
H -6.276 -1.377 1.129  0.1968
H -7.806 -1.374 0.161  0.2135

frontier orbital gap = 9.170 eV
HOMO level = -8.663 eV
structure (SMILES) = COc1cccc(-c2noc(CCC(=O)NCCc3ccccc3)n2)c1


#y
Molecular formula: C20H21N3O3
Method: DFT, ωB97M-V/def2-TZVPD

Each line ends with the natural charge from an NBO analysis.
CARTESIAN COORDINATES (ANGSTROEM)
O -1.517 1.337 -1.369  -0.5469
O -2.389 -0.668 1.016  -0.5944
O 0.872 0.692 2.173  -0.5371
N 0.691 0.597 -1.163  -0.6189
N -3.975 0.860 1.046  -0.6502
N -0.400 1.144 0.568  -0.5259
C -5.410 0.288 -0.729  -0.4352
C 1.889 -4.164 -0.165  -0.1652
C 3.716 0.762 1.040  -0.2432
C -4.484 -0.101 -1.692  -0.6149
C -5.017 -0.093 0.544  -0.1868
C -0.520 1.022 -0.941  0.8465
C -2.758 0.358 1.306  0.7101
C -1.653 1.599 1.243  -0.2838
C 0.772 -3.428 0.371  -0.1948
C 3.267 1.932 -1.097  -0.1609
C 0.671 -2.200 0.489  -0.1933
C 5.205 2.251 -0.020  -0.1522
C 1.544 -0.043 -0.198  -0.0232
C 4.804 1.426 1.203  -0.1880
C 0.631 0.836 1.127  0.7714
C 1.607 -1.408 0.072  -0.0762
C 4.339 2.549 -0.849  -0.3354
C 2.989 -3.315 -0.492  -0.2531
C 2.801 0.833 0.018  0.0193
C 2.820 -2.104 -0.539  -0.1592
H -6.414 -0.333 -0.875  0.2073
H -1.417 1.736 2.484  0.2129
H 4.626 3.042 -1.730  0.2114
H 3.394 -0.017 1.921  0.2137
H 5.601 1.310 1.622  0.1910
H 6.274 2.809 0.110  0.2003
H -5.936 0.234 1.453  0.1580
H -0.058 -4.123 1.052  0.2029
H -3.735 0.555 -1.758  0.2263
H -4.110 -1.213 -1.674  0.2069
H 0.851 -0.011 -2.077  0.3998
H -0.296 -1.665 0.787  0.2408
H -4.858 -0.065 -2.733  0.2120
H -5.678 1.438 -0.882  0.2124
H -1.869 2.477 1.166  0.1701
H 2.512 2.193 -1.871  0.2167
H -4.214 2.011 1.130  0.4188
H 2.042 -5.208 -0.203  0.2173
H 3.621 -1.435 -0.886  0.2119
H -4.736 -1.082 0.846  0.2488
H 3.904 -3.613 -0.845  0.2122

frontier orbital gap = 8.094 eV
HOMO level = -7.574 eV
structure (SMILES) = CCCNC(=O)CN1C(=O)NC(c2ccccc2)(c2ccccc2)C1=O


Which structure is most stable, and how do the rest compare? From most to least stable: #w, #y, #x.


#w
Molecular formula: C4H8N2O2S2
Method: DFT, ωB97M-V/def2-TZVPD

Each line ends with the natural charge from an NBO analysis.
CARTESIAN COORDINATES (ANGSTROEM)
S -0.804 -1.622 0.650  0.1335
S 0.413 -1.673 -0.949  0.0840
O -1.338 1.384 -0.951  -0.6422
O 3.673 0.415 0.254  -0.6034
N -3.119 0.117 -0.428  -0.8053
N 1.483 1.271 0.072  -0.8913
C -1.912 0.601 -0.179  0.6634
C -1.271 0.003 1.027  -0.7031
C 2.471 0.240 -0.036  0.6582
C 2.135 -1.170 -0.432  -0.6172
H -3.455 -0.746 0.082  0.4024
H 1.900 2.146 0.534  0.4178
H 0.716 1.286 -0.647  0.4496
H 2.709 -1.331 -1.341  0.2569
H 2.395 -1.859 0.385  0.2589
H -3.637 0.370 -1.261  0.4121
H -0.411 0.626 1.357  0.2750
H -1.947 -0.060 1.863  0.2505

frontier orbital gap = 9.431 eV
HOMO level = -9.034 eV
structure (SMILES) = NC(=O)CSSCC(N)=O


#x
Molecular formula: C4H8N2O2S2
Method: DFT, ωB97M-V/def2-TZVPD

Each line ends with the natural charge from an NBO analysis.
CARTESIAN COORDINATES (ANGSTROEM)
S -1.290 1.236 -0.063  1.4371
S 2.577 -0.918 -1.013  -0.0086
O -1.320 2.168 -1.253  -0.9627
O -2.469 -2.256 0.036  -0.6052
N -2.017 -0.150 -0.490  -0.9045
N -0.941 -0.897 1.282  -0.8353
C -1.896 -1.254 0.341  0.7428
C 1.266 1.032 1.115  -0.7773
C 0.459 0.664 -0.001  0.2367
C 0.945 0.048 -1.232  -0.6425
H 0.744 1.230 2.063  0.2688
H 1.874 0.046 1.412  0.2731
H -0.393 -1.640 1.725  0.3752
H 1.834 -1.648 -0.226  0.1201
H -2.805 0.092 -1.102  0.4350
H 1.306 0.924 -1.846  0.2994
H 1.966 1.825 0.981  0.2722
H 0.158 -0.500 -1.731  0.2758

frontier orbital gap = 7.334 eV
HOMO level = -9.249 eV


Which structure is most stable, and how do the rest compare? From most to least stable: #w, #x.


#w
Molecular formula: H5O3
Method: DFT, ωB97M-V/def2-TZVPD

Each line ends with the natural charge from an NBO analysis.
CARTESIAN COORDINATES (ANGSTROEM)
O -0.310 0.970 -0.648  -1.1237
O -0.785 -0.138 1.529  -1.1018
O 1.212 -0.892 -0.898  -1.0401
H -1.070 0.854 -1.057  0.4232
H 0.743 0.005 -0.894  0.4921
H -0.780 0.679 1.863  0.4253
H -0.630 0.240 0.424  0.4763
H 0.803 -1.297 -0.195  0.4487

frontier orbital gap = 9.618 eV
HOMO level = -4.534 eV
net charge = -1


#x
Molecular formula: H5O3
Method: DFT, ωB97M-V/def2-TZVPD

Each line ends with the natural charge from an NBO analysis.
CARTESIAN COORDINATES (ANGSTROEM)
O 0.056 -0.691 0.117  -1.2138
O 1.473 0.585 1.809  -1.1302
O -1.461 0.162 -2.015  -1.0039
H -1.115 -0.189 -1.145  0.5187
H 0.928 0.268 2.534  0.4269
H 0.876 0.134 0.816  0.5238
H 0.121 -1.644 0.178  0.4354
H -1.429 1.088 -1.711  0.4432

frontier orbital gap = 8.989 eV
HOMO level = -4.155 eV
net charge = -1


Which structure is most stable, and how do the rest compare? From most to least stable: #x, #w.


#w
Molecular formula: C4H9N3S
Method: DFT, ωB97M-V/def2-TZVPD

Each line ends with the natural charge from an NBO analysis.
CARTESIAN COORDINATES (ANGSTROEM)
S -2.719 -1.159 -0.031  -0.0014
N 0.871 0.674 0.204  -0.6364
N 2.696 -0.447 -0.475  -0.8770
N 1.133 -1.848 0.470  -0.7085
C -1.275 1.467 -0.007  -0.3890
C -1.364 -0.079 -0.319  -0.4169
C -0.500 0.597 0.660  -0.0979
C 1.426 -0.644 0.136  0.5586
H -2.147 1.741 0.577  0.2360
H 0.071 -1.794 0.723  0.3276
H -0.630 0.419 1.703  0.2192
H -0.874 -0.485 -1.158  0.2272
H -0.659 2.111 -0.713  0.2280
H 3.065 -1.440 -0.874  0.3923
H -3.565 -0.276 -0.759  0.1418
H 3.267 -0.115 0.391  0.3816
H 1.202 1.278 -0.528  0.4149

frontier orbital gap = 10.160 eV
HOMO level = -9.350 eV
structure (SMILES) = [H]/N=C(/N)N[C@H]1C[C@@H]1S


#x
Molecular formula: C4H9N3S
Method: DFT, ωB97M-V/def2-TZVPD

Each line ends with the natural charge from an NBO analysis.
CARTESIAN COORDINATES (ANGSTROEM)
S 2.288 0.635 1.919  -0.0216
N -1.764 0.842 -0.730  -0.7159
N 0.068 -0.769 -0.108  -0.4715
N -1.227 1.171 0.590  -0.2619
C 0.469 0.660 1.945  -0.5570
C -0.408 -1.303 -1.241  -0.2183
C -0.323 0.341 0.726  0.3765
C 0.931 -0.652 -1.298  -0.2734
H 1.120 0.356 -1.735  0.2072
H 2.325 -0.409 1.062  0.1255
H -1.274 -0.883 -1.726  0.2150
H -1.092 0.760 -1.359  0.3352
H -0.556 -2.399 -1.180  0.1977
H 0.114 -0.203 2.636  0.2147
H -2.649 1.485 -0.931  0.3810
H 1.920 -1.162 -1.001  0.2124
H 0.060 1.530 2.432  0.2543

frontier orbital gap = 9.390 eV
HOMO level = -8.553 eV
structure (SMILES) = N/N=C(/CS)N1CC1


#y
Molecular formula: C4H9N3S
Method: DFT, ωB97M-V/def2-TZVPD

Each line ends with the natural charge from an NBO analysis.
CARTESIAN COORDINATES (ANGSTROEM)
S 3.029 -0.100 -0.304  -0.1592
N -1.384 1.491 -0.914  -0.8214
N 0.411 -0.400 0.278  -0.6005
N -1.947 -1.261 -0.790  -0.8605
C -0.782 -0.022 1.022  -0.0940
C -1.754 0.902 0.347  -0.0652
C -2.074 -0.547 0.419  -0.0745
C 1.650 0.110 0.568  -0.0631
H 0.293 -0.932 -0.632  0.4337
H -2.673 -0.979 -1.495  0.3819
H -0.644 2.221 -0.763  0.3688
H -2.375 1.446 1.044  0.2074
H -2.000 -2.266 -0.661  0.3780
H -2.851 -0.781 1.118  0.1902
H 1.662 0.728 1.494  0.1878
H -0.723 -0.112 2.119  0.2189
H -0.956 0.809 -1.510  0.3719

frontier orbital gap = 8.962 eV
HOMO level = -8.281 eV
structure (SMILES) = N[C@@H]1[C@H](N)[C@@H]1NC=S


Which structure is most stable, and how do the rest compare? From most to least stable: #y, #w, #x.